{
  "formula": "CH10NO2",
  "method": "wB97M-V/def2-TZVPD",
  "symbols": ["O", "O", "N", "C", "H", "H", "H", "H", "H", "H", "H", "H", "H", "H"],
  "positions_angstrom": [[-1.83, -0.37, -0.34], [1.76, 0.94, -1.36], [0.45, -1.40, -0.88], [-0.17, 1.02, 2.60], [0.52, -1.71, -1.85], [0.27, -2.12, -0.17], [1.33, 0.01, -1.14], [0.03, 2.13, 2.55], [-0.10, 0.39, 1.71], [0.29, 0.52, 3.47], [2.11, 0.85, -2.29], [-2.54, -0.97, -0.61], [-0.99, -0.82, -0.71], [-1.33, 1.01, 2.86]],
  "nbo_charge": [-0.53, -0.13, -0.66, -0.67, 0.39, 0.41, 0.49, 0.31, 0.20, 0.28, 0.53, 0.52, 0.44, 0.42],
  "orbital_gap_ha": [0.1455, 0.2702],
  "e_homo_ha": [-0.7204, -0.8203],
  "total_charge": 2,
  "spin_multiplicity": 2,
  "e_above_lowest_kcal_mol": 169.75,
  "energy_ev": -6754.764
}

{
  "formula": "C3H5O2S",
  "method": "wB97M-V/def2-TZVPD",
  "symbols": ["S", "O", "O", "C", "C", "C", "H", "H", "H", "H", "H"],
  "positions_angstrom": [[-1.69, 1.70, -0.54], [0.76, -2.26, -0.35], [2.15, -0.95, 0.86], [-0.15, -0.38, 0.75], [-0.10, 0.71, -0.33], [1.04, -1.33, 0.42], [-1.08, -0.96, 0.75], [-0.01, 0.15, 1.70], [-1.77, 1.65, -1.88], [0.12, 0.29, -1.31], [0.73, 1.37, -0.07]],
  "nbo_charge": [-0.15, -0.78, -0.79, -0.53, -0.45, 0.76, 0.20, 0.19, 0.11, 0.22, 0.21],
  "orbital_gap_ha": 0.2675,
  "e_homo_ha": -0.1513,
  "total_charge": -1,
  "e_above_lowest_kcal_mol": 5.05,
  "energy_ev": -18123.809,
  "smiles": "O=C([O-])CCS"
}

{
  "formula": "CHBrClI",
  "method": "wB97M-V/def2-TZVPD",
  "symbols": ["I", "Br", "Cl", "C", "H"],
  "positions_angstrom": [[-1.93, 0.88, -0.78], [-0.02, -0.42, 1.82], [1.55, 0.95, -0.44], [0.08, 0.06, -0.01], [0.33, -1.46, -0.59]],
  "nbo_charge": [0.18, 0.12, 0.04, -0.60, 0.26],
  "orbital_gap_ha": 0.3169,
  "e_homo_ha": -0.3623,
  "total_charge": 0,
  "e_above_lowest_kcal_mol": 0.00,
  "energy_ev": -91715.798
}

{
  "formula": "C3H4I2O3",
  "method": "wB97M-V/def2-TZVPD",
  "symbols": ["I", "I", "O", "O", "O", "C", "C", "C", "H", "H", "H", "H"],
  "positions_angstrom": [[2.26, -1.67, -0.47], [-1.43, 2.48, -0.71], [-1.13, -0.40, -0.95], [-0.98, -1.15, 1.64], [2.59, 1.33, -1.13], [-1.23, 0.51, 0.02], [-1.05, 0.24, 1.32], [2.12, 0.33, -1.45], [-0.41, -1.28, 2.42], [1.40, 0.06, -2.36], [-1.04, -1.32, -0.56], [-1.11, 0.88, 2.23]],
  "nbo_charge": [-0.08, 0.14, -0.71, -0.73, -0.45, 0.12, -0.04, 0.36, 0.49, 0.18, 0.52, 0.21],
  "orbital_gap_ha": 0.3181,
  "e_homo_ha": -0.3148,
  "total_charge": 0,
  "e_above_lowest_kcal_mol": 22.21,
  "energy_ev": -25517.602,
  "smiles": "O/C=C(\\O)I.O=CI"
}

{
  "formula": "C19H22F2N2O4",
  "method": "wB97M-V/def2-TZVPD",
  "symbols": ["F", "F", "O", "O", "O", "O", "N", "N", "C", "C", "C", "C", "C", "C", "C", "C", "C", "C", "C", "C", "C", "C", "C", "C", "C", "C", "C", "H", "H", "H", "H", "H", "H", "H", "H", "H", "H", "H", "H", "H", "H", "H", "H", "H", "H", "H", "H", "H", "H"],
  "positions_angstrom": [[-0.76, -3.06, 2.62], [3.19, -2.99, 5.12], [-1.93, -1.77, -0.31], [-2.44, 4.93, -4.25], [1.07, 1.38, 0.58], [0.75, -4.15, 0.35], [-1.87, -0.42, -0.31], [-0.78, 2.36, -0.25], [-1.19, 5.08, -3.61], [0.17, -1.25, 0.11], [-0.08, 3.26, -5.10], [1.26, -3.82, 1.57], [0.04, 4.28, -1.51], [-2.06, 2.38, -0.92], [-0.17, 3.67, -0.13], [-1.88, 2.94, -2.34], [1.21, -3.02, 3.86], [3.29, -3.79, 2.90], [-0.71, -2.27, -0.07], [-0.55, -3.76, -0.02], [2.63, -4.06, 1.72], [0.57, -3.30, 2.66], [-0.06, 1.29, 0.11], [-0.03, 4.68, -4.55], [2.57, -3.26, 3.96], [-0.63, -0.08, -0.06], [-1.29, 4.35, -2.26], [-1.98, 4.95, -1.66], [0.28, 2.54, -4.36], [-2.47, 1.38, -0.95], [-1.10, 3.00, -5.37], [1.22, -1.27, 0.32], [0.75, 3.66, -2.06], [-1.03, 6.15, -3.38], [-2.40, 5.36, -5.11], [0.91, 4.86, -4.04], [3.16, -4.46, 0.87], [4.34, -3.97, 3.01], [-0.84, 4.31, 0.46], [-0.68, -4.17, -1.03], [0.65, -2.61, 4.68], [-2.73, 3.03, -0.35], [-1.31, -4.19, 0.63], [-1.23, 2.28, -2.89], [0.77, 3.56, 0.40], [-0.08, 5.38, -5.40], [0.47, 5.28, -1.40], [0.54, 3.18, -5.98], [-2.85, 2.98, -2.84]],
  "nbo_charge": [-0.33, -0.32, -0.26, -0.73, -0.63, -0.48, -0.12, -0.41, 0.12, -0.33, -0.62, 0.20, -0.41, -0.22, -0.22, -0.42, -0.33, -0.28, 0.30, -0.11, -0.20, 0.35, 0.65, -0.43, 0.39, 0.05, -0.23, 0.20, 0.20, 0.26, 0.22, 0.26, 0.20, 0.16, 0.47, 0.21, 0.23, 0.23, 0.19, 0.22, 0.25, 0.19, 0.21, 0.20, 0.25, 0.20, 0.21, 0.21, 0.23],
  "orbital_gap_ha": 0.3531,
  "e_homo_ha": -0.3261,
  "total_charge": 0,
  "e_above_lowest_kcal_mol": 0.00,
  "energy_ev": -36663.731,
  "smiles": "CC[C@@H](O)C1CCN(C(=O)c2cc(COc3ccc(F)cc3F)on2)CC1"
}

{
  "formula": "C2H2N2OS",
  "method": "wB97M-V/def2-TZVPD",
  "symbols": ["S", "O", "N", "N", "C", "C", "H", "H"],
  "positions_angstrom": [[0.39, 0.79, -0.21], [-0.52, 1.01, 2.79], [-0.64, -1.23, 2.08], [0.63, 0.65, -2.91], [-0.53, -0.07, 2.40], [0.38, 0.46, -1.75], [0.98, 0.04, -3.59], [-0.69, -1.65, 1.19]],
  "nbo_charge": [0.00, -0.51, -0.78, -0.64, 0.87, 0.23, 0.41, 0.42],
  "orbital_gap_ha": 0.3657,
  "e_homo_ha": -0.3606,
  "total_charge": 0,
  "e_above_lowest_kcal_mol": 10.86,
  "energy_ev": -17968.505,
  "smiles": "N=C=O.N=C=S"
}